(1)
{"formula": "C22H29N3O3", "method": "ωB97M-V/def2-TZVPD", "species": ["O", "C", "N", "C", "C", "N", "C", "C", "O", "C", "C", "O", "N", "C", "C", "C", "C", "C", "C", "C", "C", "C", "C", "C", "C", "C", "C", "C", "H", "H", "H", "H", "H", "H", "H", "H", "H", "H", "H", "H", "H", "H", "H", "H", "H", "H", "H", "H", "H", "H", "H", "H", "H", "H", "H", "H", "H"], "positions_angstrom": [[0.81781, 2.40353, 0.44717], [0.61394, 1.20749, 0.56223], [1.69979, 0.33649, 0.46605], [1.57243, -1.00070, 0.36736], [2.84886, -1.77362, 0.17000], [3.60413, -1.13187, -0.89029], [3.17913, -1.50860, -2.22297], [3.20421, -0.29812, -3.16985], [2.71354, -0.61099, -4.44801], [5.03436, -1.06342, -0.68524], [5.35458, 0.00361, 0.37634], [4.56276, 1.15536, 0.22102], [0.43323, -1.59847, 0.38219], [-0.68478, -0.83626, 0.58193], [-0.65343, 0.52674, 0.75579], [-1.93881, 1.30908, 0.96982], [-2.42685, 1.75065, -0.42455], [-3.63764, 2.67704, -0.36794], [-3.33889, 3.89810, 0.49451], [-2.93070, 3.46816, 1.89916], [-1.70887, 2.55549, 1.84166], [-2.95667, 0.39362, 1.67045], [-3.10453, -0.93415, 1.00082], [-4.32324, -1.58241, 0.89090], [-4.40062, -2.84146, 0.31810], [-3.25351, -3.46672, -0.14351], [-2.03187, -2.82874, -0.04300], [-1.95169, -1.56035, 0.52349], [2.62993, 0.75554, 0.37818], [2.60695, -2.82426, -0.03968], [3.42240, -1.73500, 1.09835], [2.14737, -1.86592, -2.15886], [3.79286, -2.31831, -2.64778], [2.63047, 0.52096, -2.71305], [4.22815, 0.04516, -3.33500], [1.79511, -0.89320, -4.37105], [5.49138, -0.76802, -1.63186], [5.47697, -2.02560, -0.37976], [6.42375, 0.25166, 0.33303], [5.13356, -0.36239, 1.38147], [4.67096, 1.49601, -0.67466], [-1.60435, 2.27832, -0.91258], [-2.66305, 0.86389, -1.01930], [-4.50220, 2.14385, 0.03243], [-3.89109, 2.99153, -1.38304], [-2.52105, 4.46379, 0.04332], [-4.21561, 4.54833, 0.53943], [-3.76817, 2.96791, 2.38997], [-2.68322, 4.34873, 2.49618], [-0.87924, 3.12548, 1.42662], [-1.42930, 2.24265, 2.85123], [-2.60550, 0.21771, 2.69445], [-3.92616, 0.88360, 1.73758], [-5.21925, -1.10168, 1.25803], [-5.35734, -3.33629, 0.23504], [-3.31478, -4.45108, -0.58398], [-1.12683, -3.29455, -0.39987]], "forces_ev_per_a": [[0.1, 0.2, -0.1], [0.2, -0.2, -0.1], [0.1, 0.0, 0.2], [-0.1, 0.0, 0.0], [0.1, 0.2, -0.1], [0.2, -0.3, 0.0], [0.1, 0.3, -0.3], [0.0, -0.1, 0.4], [-0.2, -0.2, -0.4], [-0.1, 0.3, 0.3], [0.3, -0.4, -0.1], [-0.1, 0.5, 0.0], [0.2, -0.5, 0.0], [0.3, 0.7, 0.1], [-0.2, -0.3, 0.1], [0.1, 0.1, -0.1], [-0.2, 0.0, 0.0], [0.2, 0.1, -0.1], [-0.3, -0.1, 0.1], [0.1, 0.1, -0.1], [-0.1, 0.1, 0.1], [0.1, 0.1, -0.1], [0.1, -0.1, 0.0], [0.0, 0.0, 0.0], [-0.1, 0.0, 0.0], [0.0, -0.1, 0.0], [0.1, 0.1, 0.0], [-0.5, -0.1, 0.0], [-0.1, 0.0, -0.1], [0.0, 0.1, 0.1], [0.0, 0.0, 0.0], [0.0, 0.0, 0.0], [-0.1, 0.0, 0.0], [0.1, -0.1, 0.0], [0.0, 0.0, 0.1], [0.1, 0.1, 0.0], [0.1, 0.0, 0.0], [0.1, 0.0, -0.1], [-0.1, -0.1, 0.1], [0.1, 0.0, -0.1], [0.0, 0.0, 0.0], [0.1, 0.0, -0.1], [0.1, 0.0, 0.0], [-0.1, 0.0, 0.0], [-0.1, 0.0, 0.0], [0.0, 0.1, 0.0], [0.0, 0.1, 0.0], [-0.1, 0.0, 0.1], [0.0, 0.0, 0.1], [-0.1, -0.1, 0.1], [0.1, 0.0, 0.0], [0.0, 0.1, 0.0], [0.0, 0.0, 0.1], [-0.1, 0.1, 0.0], [-0.1, 0.0, 0.0], [0.0, -0.1, 0.0], [0.1, -0.1, 0.0]], "smiles": "O=c1[nH]c(CN(CCO)CCO)nc2c1C1(CCCCC1)Cc1ccccc1-2", "charge": 0, "max_force_ev_per_a": 0.81, "lumo_energy_ev": 0.40, "homo_ev": -8.258, "gap_ev": 8.660}

(2)
{"formula": "C22H29N3O4", "method": "ωB97M-V/def2-TZVPD", "species": ["C", "O", "C", "C", "N", "C", "C", "C", "O", "N", "C", "C", "C", "O", "C", "C", "C", "C", "C", "C", "C", "C", "C", "C", "N", "C", "C", "C", "O", "H", "H", "H", "H", "H", "H", "H", "H", "H", "H", "H", "H", "H", "H", "H", "H", "H", "H", "H", "H", "H", "H", "H", "H", "H", "H", "H", "H", "H"], "positions_angstrom": [[-5.72678, -1.02640, 1.57179], [-4.87347, -0.87070, 0.46975], [-4.35315, -2.08836, -0.00250], [-3.39134, -1.79194, -1.15290], [-2.28103, -0.97457, -0.70868], [-1.39313, -1.49750, 0.17381], [-0.36791, -0.79603, 0.73115], [0.61076, -1.58265, 1.53352], [0.28937, -2.57338, 2.16671], [1.88072, -1.13251, 1.43966], [3.01356, -1.92130, 1.85650], [3.69654, -2.57447, 0.65024], [4.32732, -1.54281, -0.29679], [3.42957, -0.55312, -0.77050], [2.83307, -0.71288, -2.05023], [3.85675, -0.63078, -3.18556], [1.97088, -1.96912, -2.17985], [-0.28502, 0.58839, 0.40602], [0.50502, 1.69235, 0.85652], [1.47931, 1.87256, 1.84103], [2.01635, 3.12644, 2.02189], [1.60422, 4.21521, 1.24821], [0.62371, 4.07871, 0.29220], [0.06701, 2.81600, 0.10760], [-0.93692, 2.43811, -0.73515], [-1.64753, 3.32399, -1.61566], [-1.17388, 1.10140, -0.54738], [-2.20591, 0.32945, -1.18713], [-2.96064, 0.71794, -2.07165], [-5.20142, -1.48285, 2.42043], [-6.06317, -0.02927, 1.84669], [-6.59456, -1.64905, 1.31916], [-3.82936, -2.61496, 0.81156], [-5.16352, -2.74052, -0.36648], [-3.91130, -1.21113, -1.91920], [-3.02356, -2.73037, -1.57651], [-1.51108, -2.54488, 0.41014], [2.09853, -0.42553, 0.74902], [2.64319, -2.68819, 2.54115], [3.72403, -1.27590, 2.38294], [4.49170, -3.23455, 1.00100], [2.96014, -3.17965, 0.12123], [5.09594, -0.98748, 0.25325], [4.81439, -2.06181, -1.12808], [2.17962, 0.16771, -2.10663], [4.51319, 0.22198, -3.03078], [4.46122, -1.53344, -3.24210], [3.33897, -0.50859, -4.13250], [1.26492, -2.03471, -1.35477], [2.58809, -2.86488, -2.19577], [1.41023, -1.92356, -3.10987], [1.78905, 1.05034, 2.46568], [2.76895, 3.27944, 2.78106], [2.05450, 5.18235, 1.41652], [0.28900, 4.92427, -0.28897], [-2.40726, 2.75105, -2.14330], [-2.12669, 4.12213, -1.04404], [-0.96028, 3.77017, -2.33828]], "forces_ev_per_a": [[-0.1, -0.1, 0.1], [0.2, 0.0, -0.3], [0.1, 0.0, -0.1], [-0.7, -0.1, 0.1], [0.1, 0.3, 0.0], [0.7, -0.1, 0.5], [-0.6, -0.4, -0.1], [0.0, 0.2, -0.1], [-0.1, -0.3, 0.1], [0.1, 0.2, 0.0], [0.1, -0.3, 0.0], [-0.1, 0.5, 0.0], [0.1, -0.3, 0.1], [0.1, 0.1, 0.2], [-0.2, 0.0, -0.4], [-0.1, 0.1, 0.4], [0.2, 0.3, 0.2], [-0.6, 0.0, -0.6], [-0.1, 0.4, -0.2], [0.0, 0.1, 0.1], [0.1, -0.1, 0.2], [-0.1, 0.1, -0.1], [0.0, 0.2, -0.1], [0.3, -0.3, 0.3], [0.0, -0.1, 0.0], [-0.2, 0.3, -0.3], [0.5, -0.3, 0.5], [-0.1, -0.1, -0.2], [-0.1, 0.2, 0.0], [0.0, 0.0, 0.0], [-0.1, 0.0, 0.1], [0.0, 0.0, 0.0], [-0.1, 0.0, -0.1], [0.1, 0.0, 0.0], [0.1, -0.2, 0.1], [0.0, 0.1, 0.0], [0.0, -0.1, 0.0], [-0.2, -0.1, 0.0], [0.1, 0.2, 0.0], [0.0, -0.1, 0.1], [0.1, -0.1, 0.0], [0.0, -0.1, 0.0], [0.0, -0.1, -0.1], [0.0, 0.1, 0.0], [0.1, -0.2, -0.1], [0.1, 0.1, 0.0], [0.1, -0.1, 0.0], [0.0, 0.0, -0.1], [-0.1, 0.0, 0.1], [0.0, -0.1, 0.0], [-0.1, 0.0, -0.1], [0.0, 0.0, 0.0], [0.1, 0.0, 0.1], [0.0, 0.1, 0.0], [0.0, 0.1, -0.1], [0.1, 0.1, 0.1], [0.0, 0.0, 0.0], [0.0, 0.0, 0.0]], "smiles": "COCCn1cc(C(=O)NCCCOC(C)C)c2c3ccccc3n(C)c2c1=O", "charge": 0, "max_force_ev_per_a": 0.84, "lumo_energy_ev": 0.54, "homo_ev": -7.518, "gap_ev": 8.053}

(3)
{"formula": "C22H29N3OsP2", "method": "ωB97M-V/def2-TZVPD", "species": ["C", "C", "C", "C", "C", "C", "C", "C", "C", "C", "C", "C", "C", "H", "H", "H", "H", "H", "H", "H", "N", "Os", "C", "H", "H", "C", "H", "H", "P", "P", "C", "H", "H", "H", "C", "H", "H", "H", "C", "H", "H", "H", "C", "H", "H", "H", "H", "H", "N", "C", "C", "N", "C", "H", "H", "H", "H"], "positions_angstrom": [[1.90742, -3.14343, -2.20158], [0.94929, -2.19885, -1.80893], [0.22517, -2.39407, -0.60089], [0.23593, -3.68543, 0.00245], [1.15337, -4.65708, -0.49237], [2.01183, -4.37194, -1.53088], [-0.55608, -3.88343, 1.12759], [-1.63185, -3.04140, 1.38410], [-1.66523, -1.77002, 0.74301], [-2.82152, -0.95334, 0.88553], [-3.70061, -1.20568, 1.94719], [-3.57944, -2.38487, 2.70953], [-2.61778, -3.31547, 2.37943], [2.59700, -2.90864, -3.01514], [1.16577, -5.62579, 0.01286], [2.76312, -5.09687, -1.85158], [-0.40320, -4.76341, 1.74446], [-4.45526, -0.46213, 2.21900], [-4.25859, -2.55110, 3.55240], [-2.54646, -4.27399, 2.90098], [-0.35791, -1.28568, 0.19804], [0.56505, 0.60487, 0.56189], [0.78298, -0.88501, -2.52842], [-0.27216, -0.55048, -2.61017], [1.29301, -0.82612, -3.50462], [-2.91210, 0.27018, 0.00872], [-2.73851, 0.06812, -1.06643], [-3.85536, 0.81586, 0.12482], [1.54274, 0.41729, -1.40067], [-1.53955, 1.40075, 0.53208], [-2.10370, 1.95476, 2.16254], [-1.39132, 2.66581, 2.58458], [-3.07775, 2.41108, 2.05240], [-2.16590, 1.09420, 2.83659], [-1.86500, 2.81455, -0.54197], [-2.91113, 3.08713, -0.41602], [-1.22741, 3.65048, -0.28300], [-1.68375, 2.53824, -1.58474], [3.32096, -0.05550, -1.33442], [3.73674, -0.19162, -2.34282], [3.87301, 0.71787, -0.78087], [3.41046, -0.98284, -0.75481], [1.50343, 1.82813, -2.55599], [2.07481, 2.66440, -2.15227], [1.91388, 1.51827, -3.52709], [0.46421, 2.15394, -2.68075], [0.21124, -1.20999, 1.04318], [2.02639, 0.35866, 1.27072], [2.66556, 4.34043, 0.42954], [1.53688, 4.84300, 1.01855], [0.67230, 3.80796, 1.17181], [1.29207, 2.65150, 0.66355], [2.51356, 3.00984, 0.28087], [3.49416, 4.86845, 0.25187], [1.41915, 5.87201, 1.26686], [-0.30648, 3.82023, 1.61855], [3.32257, 2.42618, -0.11930]], "forces_ev_per_a": [[-0.4, -0.1, 0.1], [-0.5, 0.5, 0.8], [1.3, -0.7, -0.9], [1.5, 1.0, -0.9], [-0.5, 0.0, 0.4], [0.1, 0.2, -0.2], [0.0, -1.4, 0.8], [-0.6, 1.7, 0.8], [-1.3, 0.2, 0.9], [1.3, -0.1, -0.1], [0.1, -0.3, -0.2], [-0.1, 0.3, -0.1], [0.3, -0.2, -0.2], [-0.4, -0.1, 0.1], [0.1, 0.3, -0.2], [-0.3, 0.2, 0.1], [-0.1, 0.0, -0.1], [0.1, -0.3, -0.4], [0.3, 0.0, -0.4], [-0.1, 0.4, -0.1], [-1.6, -1.5, -1.4], [0.2, 2.1, 0.2], [0.4, 0.8, 1.0], [0.5, -0.5, -0.2], [-0.3, -0.2, 0.4], [0.9, 0.1, 0.2], [-0.3, -0.2, 0.5], [0.2, -0.1, 0.0], [1.9, -1.0, -4.9], [-3.0, 0.9, 1.0], [0.2, -0.2, 0.1], [-0.3, -0.2, 0.1], [-0.3, 0.2, 0.2], [0.0, 0.1, -0.1], [0.3, 0.0, -0.3], [-0.1, 0.1, -0.1], [-0.1, 0.2, -0.2], [-0.1, 0.1, 0.1], [-0.1, 0.0, 0.4], [-0.2, 0.1, 0.3], [0.0, -0.4, -0.3], [0.0, 0.2, -0.2], [0.0, 0.3, 0.1], [0.0, 0.0, -0.3], [-0.1, 0.1, 0.3], [0.2, 0.0, -0.1], [0.6, -1.6, 1.5], [0.1, -0.4, 1.2], [-0.6, -0.8, 0.5], [-0.4, -0.3, -0.1], [0.8, -0.3, -0.4], [-0.2, -0.7, 0.6], [-0.1, 1.2, 0.0], [0.5, 0.2, -0.2], [0.0, 0.4, 0.1], [0.2, 0.0, -0.1], [-0.3, -0.3, 0.1]], "charge": 2, "max_force_ev_per_a": 5.37, "lumo_energy_ev": [-5.31, -8.75], "s2": 6.058, "spin_multiplicity": 5, "homo_ev": [-12.540, -14.431], "gap_ev": [7.229, 5.680]}